17
Properties=species:S:1:pos:R:3:forces:R:3 method="wB97M-V/def2-TZVPD" homo_energy_ev="-15.794 / -15.964" homo_lumo_gap_ev="12.27 / 7.18" multiplicity=2 charge=+1 de_lowest_kcal_mol=87.9
C -0.272 -0.187 -1.572 -3.6 1.8 -0.5
O 0.774 0.406 -2.301 -0.5 -3.9 2.2
C 0.043 0.284 0.009 0.8 -0.4 2.5
C -1.108 -0.169 0.906 -0.2 -1.5 0.1
C -0.838 -0.014 2.423 0.5 1.4 -1.0
N 1.315 -0.220 0.428 -1.8 -0.1 -2.1
H -0.410 -1.291 -1.746 0.3 0.7 0.7
H -1.255 0.289 -1.722 0.3 0.0 0.0
H 1.010 -0.504 -1.809 3.8 1.9 -3.0
H 0.115 1.353 -0.019 0.0 0.6 -0.5
H -1.283 -1.240 0.692 0.0 0.2 0.2
H -2.028 0.318 0.622 -0.1 0.4 -0.2
H -0.479 0.984 2.655 0.3 0.4 -0.3
H -1.768 -0.001 2.980 0.0 -1.0 0.2
H -0.007 -0.648 2.709 -0.5 -0.5 0.5
H 1.339 -1.239 0.418 0.4 0.0 0.7
H 2.080 0.224 -0.075 0.4 -0.1 0.6